No. 1
This record from the OMol25 dataset describes an isolated molecule of C9H7NO at a distorted geometry. The level of theory is ωB97M-V with the def2-TZVPD basis set.

The geometry in XYZ format:
```
18
Properties=species:S:1:pos:R:3
C -2.63 -1.29 -1.27
C -1.48 -2.03 -1.03
C -0.42 -1.46 -0.51
C -0.33 -0.13 -0.19
C 0.78 0.50 0.41
N 0.94 1.80 0.71
C 2.25 1.81 1.32
C 2.80 0.52 1.18
O 1.93 -0.29 0.65
C -1.51 0.60 -0.41
C -2.61 0.06 -0.96
H -3.68 -1.51 -1.75
H -1.81 -3.16 -1.17
H 0.58 -2.21 -0.37
H 2.73 2.64 1.56
H 3.68 0.11 1.53
H -1.43 1.74 -0.05
H -3.24 0.64 -1.23
```

- E_LUMO (eV) = 0.3558
- energy relative to the best compared isomer or geometry (same formula, charge and spin) (eV) = 3.325
- Kohn-Sham gap (eV) = 8.69
- E_HOMO (eV) = -8.330
- structure (SMILES) = c1ccc(-c2ncco2)cc1
- net charge = 0

---

No. 2
This record from the OMol25 dataset describes an isolated molecule of C10H10BrIN2O at a distorted geometry. The level of theory is ωB97M-V with the def2-TZVPD basis set.

The geometry in XYZ format:
```
25
Properties=species:S:1:pos:R:3
C 2.43 -0.44 -0.97
C 2.09 1.32 0.67
C 1.28 -1.04 -0.53
C 0.89 0.70 1.11
C 2.72 0.85 -0.48
C 0.41 -0.50 0.49
C -3.41 -0.40 0.32
C -2.65 0.61 0.42
C -4.80 -0.79 0.58
C 3.90 1.54 -1.00
N -1.36 -1.91 0.12
N -0.76 -0.99 0.89
O -2.64 -1.87 0.24
Br 5.49 1.31 0.06
I -1.84 2.33 -0.25
H 3.04 -0.85 -1.75
H 2.37 2.23 1.07
H 1.05 -1.98 -0.94
H 0.47 0.99 2.07
H -5.04 -1.66 -0.10
H -5.60 0.06 0.52
H -4.88 -1.28 1.54
H 3.90 2.67 -1.30
H 4.06 0.90 -1.88
H -1.12 -1.80 -0.90
```

- E_LUMO (alpha / beta) (eV) = -1.0031 / -0.8340
- energy relative to the best compared isomer or geometry (same formula, charge and spin) (eV) = 2.967
- Kohn-Sham gap (alpha / beta) (eV) = 6.88 / 6.83
- E_HOMO (alpha / beta) (eV) = -7.888 / -7.661
- net charge = 0

---

No. 3
This record from the OMol25 dataset describes a structure of composition C20H45N3O15V3 at a distorted geometry. The level of theory is ωB97M-V with the def2-TZVPD basis set.

The geometry in XYZ format:
```
86
Properties=species:S:1:pos:R:3
O 0.31 1.19 -3.18
V -0.56 0.35 -2.16
O -1.99 -3.08 0.35
V -1.48 -1.62 0.68
O 1.81 0.15 2.26
V 1.34 0.58 0.78
C -1.36 1.16 0.43
O -1.97 0.39 -0.35
O -0.80 0.41 1.29
O -0.38 1.55 -0.21
C 0.80 -1.60 -0.91
O 0.72 -1.74 0.31
O 1.28 -0.55 -1.20
O -0.36 -1.57 -1.31
C 0.95 -1.13 5.72
O 0.94 -1.70 4.44
C 0.57 -3.06 4.30
C -0.05 -3.29 2.90
N -1.11 -2.32 2.82
C -2.45 -2.91 3.36
C -3.58 -1.89 3.17
O -3.50 -1.67 1.77
C -4.65 -0.98 1.34
H 0.96 -0.04 5.74
H 1.97 -1.32 6.03
H 0.29 -1.66 6.40
H -0.14 -3.28 5.10
H 1.46 -3.67 4.44
H -0.48 -4.29 2.88
H 0.76 -3.22 2.17
H -0.76 -1.63 3.46
H -2.39 -3.19 4.41
H -2.87 -3.82 2.92
H -3.39 -0.94 3.67
H -4.56 -2.30 3.41
H -4.73 0.02 1.78
H -5.65 -1.33 1.59
H -4.63 -0.82 0.26
C 4.91 -0.62 1.02
O 3.96 0.42 0.60
C 4.31 0.97 -0.76
C 3.30 2.02 -1.26
N 2.18 2.38 -0.33
C 2.73 3.28 0.64
C 1.80 3.82 1.61
O 1.29 2.70 2.31
C 0.69 3.09 3.50
H 5.98 -0.40 0.98
H 4.64 -1.61 0.66
H 4.72 -0.79 2.08
H 4.53 0.28 -1.57
H 5.26 1.50 -0.70
H 2.90 1.62 -2.20
H 3.71 2.99 -1.55
H 1.48 2.86 -0.88
H 3.18 4.00 -0.05
H 3.42 2.69 1.23
H 1.12 4.43 1.01
H 2.47 4.44 2.21
H 0.05 2.31 3.92
H 0.03 3.95 3.40
H 1.39 3.35 4.30
C 1.94 -1.05 -4.94
O 0.63 -0.99 -4.56
C -0.31 -1.65 -5.31
C -1.57 -1.80 -4.49
N -1.96 -0.55 -3.63
C -2.32 0.47 -4.53
C -3.11 1.61 -3.80
O -2.11 2.11 -2.88
C -2.27 3.45 -2.52
H 2.61 -0.35 -4.44
H 1.87 -0.73 -5.98
H 2.31 -2.07 -4.93
H 0.09 -2.65 -5.47
H -0.73 -1.13 -6.17
H -1.32 -2.60 -3.79
H -2.31 -2.22 -5.18
H -2.71 -0.89 -3.04
H -2.95 -0.01 -5.28
H -1.65 0.93 -5.26
H -3.99 1.34 -3.22
H -3.48 2.44 -4.41
H -1.45 3.75 -1.88
H -3.19 3.61 -1.95
H -2.39 4.12 -3.38
```

- E_LUMO (alpha / beta) (eV) = -7.3121 / -7.3475
- multiplicity = 4
- Kohn-Sham gap (alpha / beta) (eV) = 6.91 / 6.88
- E_HOMO (alpha / beta) (eV) = -14.226 / -14.229
- net charge = +2

---

No. 4
This record from the OMol25 dataset describes a cluster of 11 separate species, C39H47N11O8 in total at a distorted geometry. The level of theory is ωB97M-V with the def2-TZVPD basis set.

The geometry in XYZ format:
```
105
Properties=species:S:1:pos:R:3
C -4.75 -0.10 -1.16
N -4.66 1.16 -0.49
O -4.26 2.10 -1.18
O -5.07 1.31 0.59
H -5.71 -0.59 -0.92
H -3.86 -0.64 -0.86
H -4.77 0.22 -2.21
C -3.59 -4.34 2.95
N -3.05 -3.11 2.28
O -2.25 -2.43 2.90
O -3.54 -2.81 1.23
H -4.38 -3.97 3.66
H -2.82 -4.97 3.51
H -4.02 -4.98 2.17
C 1.59 -5.67 -1.14
N 2.47 -6.56 -1.95
O 1.97 -7.52 -2.46
O 3.64 -6.30 -2.08
H 0.71 -6.24 -0.89
H 1.37 -4.77 -1.71
H 2.21 -5.39 -0.30
C 2.13 3.15 2.52
N 0.77 3.21 3.23
O -0.21 2.86 2.61
O 0.72 3.68 4.35
H 2.92 3.13 3.30
H 2.14 3.98 1.84
H 2.16 2.20 1.97
C -2.82 0.95 6.08
C -3.13 -0.39 6.48
C -3.94 -1.17 5.66
N -4.42 -0.78 4.46
C -4.08 0.47 4.07
C -3.26 1.33 4.82
H -2.20 1.63 6.58
H -2.88 -0.67 7.55
H -4.12 -2.22 5.94
H -4.49 0.84 3.15
H -3.11 2.30 4.45
C 1.33 -0.18 -5.03
C 1.21 1.18 -5.26
C -0.04 1.62 -5.52
N -1.11 0.75 -5.75
C -0.96 -0.55 -5.56
C 0.29 -1.08 -5.14
H 2.30 -0.63 -4.84
H 2.04 1.88 -5.27
H -0.25 2.67 -5.62
H -1.80 -1.19 -5.71
H 0.42 -2.10 -4.94
C -2.33 4.71 -0.74
C -1.02 5.03 -0.28
C -0.01 5.00 -1.23
N -0.16 4.76 -2.54
C -1.43 4.59 -2.96
C -2.52 4.67 -2.15
H -3.19 4.66 -0.11
H -0.75 5.25 0.73
H 0.95 5.31 -0.91
H -1.53 4.38 -4.00
H -3.56 4.62 -2.56
C 1.35 0.31 4.26
C 2.49 -0.42 4.76
C 2.79 -1.66 4.24
N 2.07 -2.28 3.30
C 0.94 -1.65 2.95
C 0.55 -0.34 3.31
H 1.03 1.32 4.57
H 3.10 0.04 5.50
H 3.67 -2.18 4.56
H 0.19 -2.18 2.38
H -0.36 0.16 2.88
C 4.85 -1.72 -3.48
C 4.02 -1.37 -2.40
C 2.81 -2.00 -2.19
N 2.43 -2.98 -3.00
C 3.21 -3.39 -4.06
C 4.45 -2.78 -4.33
H 5.76 -1.15 -3.56
H 4.40 -0.56 -1.78
H 2.16 -1.67 -1.42
H 2.86 -4.33 -4.56
H 5.01 -3.04 -5.19
C 2.37 1.78 -0.73
C 3.43 2.67 -0.72
C 4.63 2.19 -0.07
N 4.73 0.98 0.57
C 3.62 0.24 0.59
C 2.46 0.52 -0.12
H 1.50 2.13 -1.30
H 3.34 3.64 -1.26
H 5.52 2.82 -0.07
H 3.71 -0.64 1.22
H 1.69 -0.20 -0.13
C -1.35 1.48 -1.18
C -1.32 1.05 0.14
C -1.29 -0.32 0.34
N -1.18 -1.26 -0.60
C -1.09 -0.84 -1.90
C -1.20 0.55 -2.21
H -1.40 2.51 -1.35
H -1.45 1.68 1.00
H -1.57 -0.74 1.28
H -0.99 -1.61 -2.68
H -1.22 0.96 -3.20
```

- E_LUMO (eV) = -0.0422
- energy relative to the best compared isomer or geometry (same formula, charge and spin) (eV) = 0.000
- Kohn-Sham gap (eV) = 9.37
- E_HOMO (eV) = -9.408
- structure (SMILES) = C[N+](=O)[O-].C[N+](=O)[O-].C[N+](=O)[O-].C[N+](=O)[O-].c1ccncc1.c1ccncc1.c1ccncc1.c1ccncc1.c1ccncc1.c1ccncc1.c1ccncc1
- net charge = 0